A cluster of 8 separate species, C26H50N10O2 in total in a non-equilibrium geometry, computed with ωB97M-V/def2-TZVPD.

The geometry in ORCA input format:
```
! RIJCOSX wB97M-V def2-TZVPD def2/J DEFGRID3
* xyz 0 1
C 3.55617 -2.97101 -4.01083
C 5.96350 -3.47287 -4.21311
H -2.94968 1.13337 -4.53498
H -2.23004 4.94993 2.28993
H -1.92525 -3.46686 -0.17562
H 1.58691 1.68948 4.92176
H 4.62336 -3.31074 -5.82988
C -2.09200 4.81812 5.78147
C 4.21220 0.25397 -0.83069
H 1.10992 -1.16801 5.45237
C 5.61710 -0.09868 -1.36202
C -1.94522 5.36837 4.37710
C -2.17227 4.35621 3.20220
C -3.16893 0.09003 -4.76189
C -0.75294 0.71323 0.14462
H 3.48358 -1.90757 -4.23869
H 3.69483 -4.31907 -2.28629
H 6.85022 -0.18829 -2.99479
C -0.81617 2.08441 -0.33253
N -0.89668 3.18897 -0.71737
N 2.23289 1.61554 1.97173
C 1.70057 0.80467 5.54811
C 1.74590 -0.54491 3.40962
H 6.28134 0.58662 -0.83547
H 3.49928 -0.37579 -1.36291
C 1.06655 -0.31166 4.77940
C 3.58622 -3.25440 -2.49305
C -5.69995 0.44368 1.55008
O -2.14055 -1.45812 2.16876
C -2.41169 -2.17130 1.18416
H -7.58614 1.02588 1.57741
N -6.76868 0.91249 2.15964
C 3.70394 1.57007 -1.24037
C 4.63336 -3.68396 -4.80582
H 1.28889 0.26198 -0.37006
N -4.69243 0.52474 2.38725
H -2.97886 -0.26956 -1.93748
H -0.65382 -1.17683 -2.21400
H -4.35986 -1.34996 -1.95261
H -3.75715 -2.73117 -0.26203
H 2.69348 -1.04047 3.62082
H 4.27032 -2.60519 -1.94656
N -3.60926 -2.10952 0.52013
C 5.77946 -0.00223 -2.91130
C -3.46437 -1.06395 -2.50435
O -5.66058 -0.15888 0.49234
C 0.08659 -0.40076 -2.02004
H 5.91915 -1.11930 -1.12708
H 2.59963 -3.06873 -2.06848
H -0.97489 5.86382 4.34424
C -4.09879 -0.69400 -3.78537
H -0.49271 0.86582 1.19205
H 5.19280 -0.75874 -3.43248
H -1.75197 0.28961 0.04180
H 1.02639 -0.68340 -2.49436
H -4.40863 -1.63904 -4.23145
H -3.81896 0.08464 2.13532
H -3.68674 0.23729 -5.70967
N -2.15394 4.38552 6.85312
H 0.45607 -1.19241 -0.09810
H -1.57592 2.48051 2.32317
H -0.16571 0.50159 -2.57700
C 0.32543 -0.21232 -0.55686
H 0.00010 -0.18659 4.59197
H 4.25544 -4.70548 -4.84780
H 4.06846 0.08546 0.23657
H 1.08824 -1.18620 2.82284
C -1.85177 -0.43892 -5.02993
C 2.05892 0.64397 2.59536
H -3.19804 3.99202 3.25909
N 3.33212 2.54000 -1.63536
C -1.23199 3.14834 3.11300
H -0.75063 -3.18059 1.14809
H -4.41563 -1.65175 0.92051
N -0.74725 -0.83409 -5.29347
H -0.21919 3.50884 2.93310
H 5.57677 0.97501 -3.34950
H -4.92995 -0.03034 -3.54700
H -6.65248 1.20839 3.11831
N 6.99494 -3.30882 -3.72922
H 2.63298 -3.48432 -4.27976
H 1.12206 1.05284 6.43796
N -1.59081 -2.96130 0.63226
H -2.67230 6.17777 4.31127
H -2.73237 -1.85809 -2.65137
H -4.73547 1.12276 3.20004
H -1.07558 2.64685 4.06806
H 2.74816 0.60338 5.77198
*
```

Results
* ΔE to the lowest compared entry with this formula, charge and spin: 80.3 kJ/mol
* structure (SMILES): NC(N)=O.NC(N)=O.CCCC#N.CCCC#N.CCCC#N.CCCC#N.CCCC#N.CCCC#N
* frontier orbital gap: 10.307 eV


An isolated molecule of C3H6N2 in a non-equilibrium geometry, computed with ωB97M-V/def2-TZVPD.

The geometry in ORCA input format:
```
! RIJCOSX wB97M-V def2-TZVPD def2/J DEFGRID3
* xyz 0 1
H -1.14106 1.26776 1.15782
H 0.09155 1.85453 -0.09518
C -0.66048 -1.43529 -0.10398
C 0.14447 -0.34081 0.41599
N 1.38237 -0.34574 -0.45304
H 0.15110 -0.64047 1.52542
N -1.46083 -2.17362 -0.44084
C -0.60273 0.97437 0.13365
H 2.14331 0.17549 -0.05721
H 1.18196 -0.18764 -1.42210
H -1.22966 0.85141 -0.66053
*
```

Results
* ΔE to the lowest compared entry with this formula, charge and spin: 144.3 kJ/mol
* structure (SMILES): C[C@H](N)C#N
* frontier orbital gap: 10.511 eV


An isolated molecule of C2H4Cl3OP in a non-equilibrium geometry, computed with ωB97M-V/def2-TZVPD.

The geometry in ORCA input format:
```
! RIJCOSX wB97M-V def2-TZVPD def2/J DEFGRID3
* xyz 0 3
H 0.44889 0.38154 1.25293
Cl -1.75653 -1.32474 1.19759
O 0.44461 1.51335 -0.54415
Cl -2.20938 1.48099 0.63086
P 0.95305 -1.33646 -0.51272
C 0.15422 0.20632 0.21372
H 1.38485 1.69911 -0.42980
H 2.03398 -0.64989 -1.06016
H 1.67594 -1.61958 0.64896
Cl -1.78867 -0.38675 -1.52590
C -1.34095 0.03611 0.12867
*
```

Results
* ⟨S²⟩: 2.004
* ΔE to the lowest compared entry with this formula, charge and spin: 259.0 kJ/mol
* frontier orbital gap (alpha / beta): 5.033 / 7.420 eV


> Which value of ΔE to the lowest compared entry with this formula, charge and spin does entry 3 give?

259.0 kJ/mol


> The highest ΔE to the lowest compared entry with this formula, charge and spin belongs to which entry?

C2H4Cl3OP


> Look up the ΔE to the lowest compared entry with this formula, charge and spin of the first one.

80.3 kJ/mol


> The lowest ΔE to the lowest compared entry with this formula, charge and spin belongs to which entry?

C26H50N10O2